C37H47HgN3O2S2SbTe | wB97M-V/def2-TZVPD

Last column: Löwdin charge in e.
Geometry (Å):
Hg  -1.832  2.246  0.447  0.7278
C  0.825  3.730  4.898  -0.1291
N  1.020  2.371  4.467  -0.3051
C  1.167  1.706  5.678  -0.2266
C  0.159  1.831  3.335  -0.1542
C  1.010  1.595  2.076  -0.2659
C  2.380  1.132  2.172  -0.0982
C  3.149  0.957  1.007  -0.1535
C  2.547  1.201  -0.221  -0.1646
C  1.454  1.929  -0.292  -0.1072
C  0.422  1.605  0.752  -0.1003
H  0.561  4.293  4.054  0.0486
H  1.959  4.185  4.988  0.1386
H  0.036  3.751  5.690  0.0887
H  0.228  1.564  6.393  0.0969
H  1.760  2.198  6.387  0.0293
H  1.641  0.549  5.615  0.1287
H  -0.675  2.425  3.116  0.0418
H  -0.550  1.373  4.146  0.1527
H  3.119  0.962  3.276  0.1751
H  4.173  1.046  1.084  0.0605
H  2.826  1.329  -1.206  0.0815
H  1.277  2.325  -1.228  0.0705
O  -2.444  -0.464  -0.566  -0.4778
S  -2.423  -0.097  -2.029  0.6431
O  -3.571  -0.183  -2.934  -0.3665
N  -1.639  1.321  -1.830  -0.2146
C  -1.605  2.319  -2.872  -0.2486
C  -1.541  2.019  -4.302  -0.0270
C  -1.438  3.141  -5.246  -0.1233
C  -1.187  4.454  -4.859  -0.0937
C  -0.956  4.708  -3.476  -0.2659
C  -0.420  5.776  -2.972  -0.0653
C  -0.579  6.121  -1.428  -0.0714
C  -0.941  4.975  -0.730  -0.2944
N  -1.274  3.821  -1.170  -0.0591
C  -1.243  3.631  -2.503  -0.1910
C  -1.169  -1.405  -2.857  -0.1582
C  0.142  -1.250  -2.367  -0.0504
C  1.032  -1.909  -3.258  -0.1229
C  0.647  -2.428  -4.445  -0.1045
C  -0.720  -2.850  -4.709  -0.1435
C  -1.663  -2.015  -4.123  -0.0529
H  -1.849  1.172  -4.727  0.0200
H  -1.322  2.944  -6.200  0.0161
H  -1.238  5.508  -5.594  0.1524
H  0.129  6.308  -3.533  0.0053
H  0.094  6.742  -0.976  0.0115
H  -1.025  5.497  0.340  0.1202
H  -0.018  -1.142  -1.258  0.0854
H  1.890  -2.094  -3.052  -0.0155
H  0.836  -3.559  -4.886  0.1306
H  -0.813  -3.694  -5.490  0.1070
H  -2.714  -1.927  -4.326  0.0789
Te  -4.191  2.996  1.551  0.5615
C  -5.590  2.538  -0.011  -1.0563
C  -5.502  1.537  -0.930  -0.2780
C  -6.342  1.688  -2.006  -0.2290
C  -7.096  2.792  -1.951  -0.4066
S  -6.703  3.722  -0.521  0.8588
H  -4.735  0.613  -0.608  0.1411
H  -6.408  1.178  -2.875  0.0685
H  -7.842  3.234  -2.519  0.0216
C  0.863  -4.940  -1.304  -0.1350
C  1.565  -4.711  0.279  -0.5891
C  0.699  -5.704  1.137  -0.1720
Sb  2.008  -2.628  0.590  1.4669
C  0.466  -1.958  1.751  -0.6035
C  0.494  -1.519  3.319  -0.0995
C  -0.911  -2.300  0.969  -0.1072
C  3.696  -3.178  1.989  -0.4915
C  3.673  -4.329  3.038  -0.1700
C  5.124  -3.336  0.993  -0.1855
H  0.713  -5.908  -1.615  -0.0238
H  1.734  -4.544  -1.971  0.0926
H  -0.181  -4.854  -0.689  0.0987
H  2.608  -5.056  0.136  0.0331
H  1.436  -6.542  2.040  0.1580
H  0.023  -6.422  0.284  0.1170
H  -0.004  -5.242  1.737  -0.0247
H  0.655  -0.752  1.396  0.0778
H  0.036  -0.689  3.489  -0.0677
H  1.502  -1.056  3.568  0.0548
H  0.148  -2.786  3.581  0.1589
H  -1.407  -3.026  1.523  0.0449
H  -0.421  -2.555  0.016  0.0038
H  -1.443  -1.409  0.849  0.0125
H  4.214  -2.195  2.300  0.0577
H  4.705  -5.065  3.713  0.1655
H  3.275  -5.122  2.586  -0.0585
H  3.111  -3.983  3.842  0.0087
H  4.761  -3.780  -0.016  0.0282
H  5.817  -4.056  1.448  0.0163
H  5.818  -2.400  0.637  0.0913

Cartesian forces (eV/Å) of the 6 atoms listed first:
Hg 1.1 -0.8 -0.1
C 2.7 0.7 -1.0
N 0.2 1.4 -0.8
C -0.9 -6.2 1.4
C 0.4 -0.2 3.9
C -0.3 -3.1 -0.7

The expectation value of S² is 0.774. For the orbital gap (spin up / spin down), the calculation gives 3.54 / 5.55 eV. For the molar mass, the calculation gives 1079.89 g/mol. As for the total energy: -87344.1060 eV. Its charge is -2. As for the HOMO energy (spin up / spin down): 0.45 / -1.57 eV. Its multiplicity is 2.

=====

C37H48As2N2NiO3PSi2 | wB97M-V/def2-TZVPD

Last column: Löwdin charge in e.
Geometry (Å):
Ni  -0.634  0.014  0.334  0.2208
O  -1.757  2.102  1.655  0.0471
C  -1.490  0.927  1.741  -0.3194
C  -1.968  0.182  2.973  -0.1943
C  -2.688  0.796  3.996  -0.0207
C  -3.085  0.045  5.086  -0.0800
C  -2.767  -1.316  5.162  -0.0833
C  -2.049  -1.922  4.146  -0.0678
C  -1.652  -1.162  3.050  -0.2943
P  -0.692  -1.703  1.598  1.1031
C  -1.631  -3.180  1.064  -0.3039
C  -2.671  -2.956  0.165  -0.0934
C  -3.495  -3.995  -0.237  -0.0828
C  -3.283  -5.278  0.252  -0.0935
C  -2.259  -5.507  1.158  -0.0836
C  -1.440  -4.463  1.568  -0.0870
C  0.822  -2.345  2.376  -0.3506
C  1.349  -1.664  3.472  -0.0930
C  2.558  -2.054  4.024  -0.0872
C  3.249  -3.136  3.493  -0.0937
C  2.741  -3.804  2.392  -0.0974
C  1.543  -3.398  1.823  -0.1627
H  -2.920  1.850  3.909  0.1136
H  -3.646  0.508  5.889  0.0967
H  -3.083  -1.895  6.020  0.0969
H  -1.795  -2.974  4.203  0.1077
H  -2.820  -1.953  -0.213  0.0745
H  -4.301  -3.806  -0.937  0.0973
H  -3.915  -6.095  -0.072  0.0971
H  -2.092  -6.503  1.549  0.0996
H  -0.646  -4.654  2.278  0.0986
H  0.816  -0.819  3.894  0.1067
H  2.961  -1.512  4.870  0.0973
H  4.198  -3.436  3.920  0.0974
H  3.297  -4.614  1.939  0.1038
H  1.185  -3.888  0.928  0.0726
O  -1.822  1.160  -1.069  -0.2085
C  -1.792  2.411  -1.391  -0.3798
C  -2.865  2.973  -2.130  -0.0274
C  -2.837  4.261  -2.618  -0.1160
C  -1.733  5.080  -2.385  -0.1279
C  -0.692  4.574  -1.629  -0.0613
C  -0.701  3.280  -1.104  -0.0886
C  0.398  2.847  -0.241  -0.2635
N  0.685  1.628  0.163  0.0734
C  1.765  1.723  1.009  -0.1590
C  2.142  3.021  1.124  -0.0905
N  1.271  3.727  0.321  0.1061
H  -3.722  2.334  -2.311  0.0984
H  -3.677  4.635  -3.192  0.0915
H  -1.685  6.083  -2.786  0.0844
H  0.174  5.207  -1.465  0.0961
H  2.213  0.840  1.434  0.0577
H  2.945  3.494  1.660  0.1033
H  1.231  4.723  0.225  0.1336
C  -1.259  -2.454  -3.747  -0.2013
As  -1.394  -0.853  -2.676  1.0298
C  -0.652  0.530  -3.780  -0.1657
C  -3.318  -0.713  -2.540  -0.2055
O  -0.534  -1.181  -1.292  -0.5561
H  -1.863  -2.358  -4.651  0.0379
H  -1.620  -3.286  -3.142  0.0342
H  -0.220  -2.635  -4.010  0.0054
H  -1.415  0.925  -4.449  0.0433
H  0.165  0.099  -4.355  0.0278
H  -0.277  1.318  -3.133  0.0364
H  -3.680  -0.128  -3.387  0.0375
H  -3.564  -0.202  -1.616  0.0256
H  -3.744  -1.715  -2.585  0.0228
C  5.231  -0.069  -2.986  -0.2526
Si  4.963  -0.451  -1.147  0.0800
C  5.227  1.205  -0.266  -0.2688
C  6.484  -1.479  -0.668  -0.2529
As  2.929  -1.300  -0.501  0.6835
Si  2.820  -2.908  -2.123  0.0947
C  1.406  -4.120  -1.751  -0.2528
C  4.338  -4.023  -2.382  -0.2513
C  2.468  -2.249  -3.871  -0.2405
H  6.091  0.598  -3.109  0.0134
H  4.353  0.414  -3.420  0.0140
H  5.436  -0.981  -3.554  0.0036
H  6.225  1.607  -0.472  0.0132
H  5.127  1.082  0.815  0.0114
H  4.484  1.937  -0.590  0.0048
H  7.412  -1.000  -1.003  0.0133
H  6.434  -2.479  -1.104  -0.0069
H  6.528  -1.593  0.418  0.0114
H  1.714  -4.864  -1.010  0.0112
H  1.117  -4.669  -2.654  0.0187
H  0.528  -3.584  -1.379  -0.0098
H  4.750  -4.345  -1.423  0.0102
H  5.128  -3.496  -2.925  0.0056
H  4.068  -4.913  -2.961  0.0136
H  1.610  -1.577  -3.839  -0.0225
H  2.269  -3.057  -4.585  0.0220
H  3.316  -1.670  -4.238  -0.0025

Cartesian forces (eV/Å) of the 6 atoms listed first:
Ni -0.9 0.3 -0.2
O 0.0 0.0 0.0
C 0.2 0.2 0.1
C 0.0 -0.1 0.1
C 0.0 0.0 0.0
C 0.0 -0.1 0.0

For the orbital gap, the calculation gives 5.15 eV. For the molar mass, the calculation gives 864.48 g/mol. As for the total energy: -236039.0072 eV. Its charge is -1. As for the HOMO energy: -2.68 eV. As for the energy above the lowest of the compared OMol25 structures with the same formula, charge and spin: 0.0 kJ/mol.